The following is a DFT calculation (ωB97M-V/def2-TZVPD) of a 2-piece molecular cluster, C4H12S2 overall in a non-equilibrium geometry.

Structure (XYZ):
```
18
Properties=species:S:1:pos:R:3:mulliken_charge:R:1
C 2.94280 3.55410 -3.57319 -0.750
S 3.68359 2.77461 -5.09281 -0.034
S 3.25735 0.78338 -4.78298 -0.209
H 2.85766 4.62310 -3.73530 0.279
H 3.68467 3.40752 -2.79061 0.281
H 2.02855 3.02047 -3.34489 0.287
H 4.05506 0.41225 -3.81059 0.145
C -1.23857 -1.52235 3.45389 -1.192
C -1.88417 -2.29084 2.29984 -0.245
C -2.94186 -1.43172 1.53713 -1.028
H -0.79772 -0.55796 3.15843 0.319
H -0.41501 -2.08333 3.87799 0.324
H -2.02077 -1.14443 4.11412 0.333
H -2.48161 -3.07494 2.78774 0.188
H -1.26045 -2.91815 1.66502 0.394
H -2.48495 -1.11012 0.60043 0.294
H -3.89414 -1.94841 1.57888 0.309
H -3.09042 -0.49316 2.05690 0.303
```

Computed properties:
Kohn-Sham gap (eV): 9.5377
Energy relative to the best compared isomer or geometry (same formula, charge and spin) (kcal/mol): 16.31
SMILES string: CCC.CSS
E_LUMO (eV): 0.547
HOMO energy (Ha): -0.3304

The following is a DFT calculation (ωB97M-V/def2-TZVPD) of a 2-piece molecular cluster, C4H12S4 overall in a non-equilibrium geometry.

Structure (XYZ):
```
20
Properties=species:S:1:pos:R:3:mulliken_charge:R:1
S -3.27014 -2.28544 0.85619 -0.188
S -2.55959 -1.11701 2.48160 -0.084
C -3.07757 1.27659 1.17644 -0.898
C -3.52995 0.41730 2.34745 -0.401
H -2.58605 -1.88160 -0.23533 0.124
H -2.08974 1.76229 1.24634 0.258
H -3.84831 2.05940 1.07756 0.328
H -3.09695 0.64738 0.27073 0.238
H -3.48258 1.08048 3.23254 0.333
H -4.59689 0.20427 2.14322 0.284
S 0.49279 -0.92349 -0.65082 -0.176
S 2.00123 -0.95696 -2.02102 -0.137
C 4.56608 0.14810 -2.18190 -1.028
C 3.30898 0.11278 -1.25884 -0.397
H 0.92862 -1.92870 0.13792 0.162
H 5.22123 -0.73903 -2.20155 0.303
H 5.15309 1.01113 -1.82524 0.305
H 4.22419 0.35581 -3.20980 0.309
H 3.43844 -0.33251 -0.25365 0.339
H 2.80313 1.08921 -1.13180 0.326
```

Computed properties:
Kohn-Sham gap (eV): 9.4321
Energy relative to the best compared isomer or geometry (same formula, charge and spin) (kcal/mol): 8.78
SMILES string: CCSS.CCSS
E_LUMO (eV): 0.414
HOMO energy (Ha): -0.3314